The following is a DFT calculation (ωB97M-V/def2-TZVPD) of a 13-piece molecular cluster, C66H168N10O26 overall.

```
270
C66H168N10O26 (ωB97M-V/def2-TZVPD)
C -5.726 2.632 -0.747
C -4.653 1.775 -1.598
O -5.097 1.218 -2.806
O -6.631 3.534 -1.429
H -5.154 3.102 0.053
H -6.275 1.868 -0.197
H -4.267 1.037 -0.894
H -3.866 2.400 -2.019
H -5.293 2.002 -3.324
H -6.116 4.326 -1.260
C 2.882 -1.498 2.185
C 2.338 -0.979 0.753
O 3.356 -0.592 -0.194
O 3.746 -0.443 2.781
H 3.351 -2.475 2.072
H 2.033 -1.597 2.863
H 1.736 -0.077 0.869
H 1.698 -1.775 0.373
H 3.375 0.364 -0.102
H 4.449 -0.205 2.172
C -3.913 -4.645 -4.126
C -3.242 -4.643 -5.577
O -2.967 -6.087 -5.852
O -2.916 -5.198 -3.284
H -4.903 -5.094 -4.040
H -4.105 -3.632 -3.770
H -2.316 -4.074 -5.485
H -3.878 -4.151 -6.313
H -2.561 -6.177 -6.717
H -2.529 -5.920 -3.785
C -5.118 12.210 -2.800
O -4.357 11.283 -3.509
C -5.096 10.217 -4.209
C -4.324 8.894 -4.218
N -4.318 8.275 -2.852
C -3.570 7.062 -2.961
C -2.985 6.724 -1.592
O -2.304 5.468 -1.781
C -1.358 5.240 -0.699
H -4.601 12.472 -1.877
H -6.153 11.984 -2.543
H -5.227 13.140 -3.358
H -5.330 10.475 -5.242
H -6.052 10.085 -3.702
H -3.323 9.129 -4.580
H -4.828 8.246 -4.935
H -3.824 8.920 -2.251
H -2.729 7.168 -3.647
H -4.153 6.252 -3.398
H -3.746 6.432 -0.869
H -2.420 7.606 -1.288
H -0.811 6.162 -0.501
H -0.552 4.534 -0.897
H -1.744 4.940 0.275
C 0.284 -0.015 4.242
O -0.004 0.028 2.861
C -1.090 0.929 2.568
C -0.734 1.639 1.239
N -1.414 1.060 0.171
C -0.711 0.901 -1.128
C -1.451 -0.332 -1.811
O -1.249 -1.496 -0.957
C -2.131 -2.536 -1.305
H -0.448 -0.485 4.899
H 0.284 0.917 4.808
H 1.313 -0.360 4.344
H -1.041 1.830 3.180
H -2.033 0.392 2.467
H 0.334 1.532 1.051
H -1.047 2.678 1.134
H -1.793 0.182 0.493
H 0.255 0.499 -0.823
H -0.672 1.789 -1.759
H -1.002 -0.574 -2.774
H -2.446 -0.046 -2.152
H -2.161 -3.281 -0.510
H -1.791 -2.991 -2.235
H -3.131 -2.127 -1.452
C -0.020 4.899 2.855
O -1.423 4.530 3.069
C -2.159 5.606 3.566
C -1.828 5.971 4.985
N -2.230 5.007 5.998
C -1.979 5.295 7.417
C -2.611 4.245 8.268
O -2.087 2.999 7.880
C -2.583 1.904 8.580
H 0.416 4.720 3.838
H 0.002 5.988 2.820
H 0.544 4.397 2.069
H -3.219 5.384 3.443
H -2.056 6.531 2.998
H -2.263 6.962 5.114
H -0.774 6.242 5.057
H -2.194 4.024 5.767
H -2.279 6.254 7.837
H -0.919 5.230 7.661
H -3.695 4.141 8.211
H -2.287 4.490 9.280
H -3.646 1.733 8.407
H -2.531 1.969 9.667
H -2.042 0.992 8.330
C 0.381 -3.210 -4.142
O 1.815 -3.326 -4.493
C 2.726 -3.157 -3.458
C 4.091 -3.678 -3.861
N 4.002 -4.963 -4.569
C 5.370 -5.193 -5.185
C 5.552 -4.557 -6.566
O 5.966 -3.206 -6.561
C 6.226 -2.682 -7.863
H -0.356 -3.814 -4.671
H 0.081 -2.166 -4.053
H 0.170 -3.439 -3.097
H 2.345 -3.756 -2.631
H 2.860 -2.112 -3.182
H 4.637 -3.803 -2.926
H 4.684 -3.001 -4.476
H 3.337 -4.503 -5.174
H 5.349 -6.235 -5.506
H 6.263 -4.884 -4.640
H 4.758 -4.753 -7.287
H 6.408 -4.996 -7.079
H 5.353 -2.752 -8.512
H 7.115 -3.132 -8.304
H 6.315 -1.612 -7.677
C 2.430 -7.597 -8.605
O 1.490 -7.865 -7.608
C 2.081 -7.976 -6.274
C 0.972 -7.727 -5.199
N 1.536 -7.178 -3.965
C 0.548 -7.235 -2.864
C 1.282 -6.494 -1.726
O 0.635 -6.558 -0.422
C -0.298 -5.486 -0.373
H 3.329 -7.086 -8.264
H 1.938 -7.169 -9.479
H 2.879 -8.545 -8.901
H 2.960 -7.349 -6.128
H 2.384 -9.021 -6.207
H 0.319 -8.589 -5.068
H 0.193 -7.043 -5.536
H 1.976 -6.270 -4.003
H 0.332 -8.224 -2.460
H -0.296 -6.553 -2.959
H 1.367 -5.459 -2.059
H 2.320 -6.780 -1.562
H 0.086 -4.467 -0.359
H -0.796 -5.550 0.595
H -1.139 -5.707 -1.031
C 7.768 -4.361 4.952
O 8.147 -3.893 3.644
C 7.225 -2.912 3.121
C 7.249 -1.525 3.682
N 6.027 -1.289 4.472
C 5.976 0.086 5.060
C 4.742 0.300 5.983
O 4.948 -0.089 7.349
C 4.773 -1.449 7.577
H 7.756 -3.515 5.639
H 8.445 -5.150 5.276
H 6.842 -4.921 5.086
H 6.260 -3.402 2.997
H 7.397 -2.810 2.050
H 7.249 -0.693 2.978
H 8.071 -1.425 4.391
H 5.260 -1.367 3.819
H 6.052 0.708 4.168
H 6.928 0.198 5.579
H 3.836 -0.213 5.660
H 4.583 1.372 6.094
H 5.476 -2.034 6.983
H 3.814 -1.765 7.168
H 5.024 -1.708 8.606
C -1.929 4.667 -6.089
O -0.647 5.069 -5.537
C -0.294 4.472 -4.264
C 0.978 5.076 -3.795
N 2.321 4.377 -4.016
C 2.526 3.122 -3.331
C 2.368 1.968 -4.393
O 3.644 1.681 -4.845
C 3.779 0.536 -5.601
H -1.986 5.174 -7.053
H -2.762 5.142 -5.571
H -2.154 3.601 -6.105
H -0.240 3.395 -4.106
H -1.057 4.520 -3.487
H 0.856 5.397 -2.761
H 1.137 6.003 -4.345
H 2.901 4.511 -4.832
H 1.820 2.965 -2.515
H 3.532 3.071 -2.915
H 1.459 2.156 -4.964
H 2.057 1.133 -3.766
H 2.914 0.385 -6.248
H 3.498 -0.326 -4.995
H 4.788 0.394 -5.986
C 5.270 1.883 0.514
O 3.895 1.844 0.830
C 3.043 2.893 0.370
C 3.430 4.371 0.712
N 3.259 4.566 2.138
C 4.200 3.992 3.084
C 3.887 4.544 4.518
O 2.648 4.309 5.269
C 2.188 2.969 5.333
H 5.685 2.631 1.190
H 5.502 2.196 -0.504
H 5.597 0.857 0.679
H 2.102 2.623 0.851
H 2.783 2.839 -0.687
H 2.826 5.025 0.084
H 4.439 4.602 0.370
H 2.303 4.343 2.375
H 5.233 4.243 2.846
H 4.128 2.905 3.124
H 3.803 5.619 4.365
H 4.841 4.414 5.029
H 2.234 2.410 6.268
H 2.803 2.327 4.701
H 1.126 2.987 5.089
C -1.991 -2.647 3.073
O -0.751 -3.274 3.420
C -0.662 -3.869 4.689
C 0.724 -4.441 5.090
N 0.918 -5.776 4.588
C 0.962 -5.731 3.100
C 2.193 -4.957 2.643
O 3.128 -5.929 2.056
C 3.802 -5.277 1.028
H -2.017 -2.433 2.005
H -2.058 -1.660 3.531
H -2.900 -3.197 3.317
H -1.527 -4.533 4.679
H -0.818 -3.002 5.331
H 0.627 -4.453 6.176
H 1.415 -3.653 4.790
H 1.751 -6.153 5.016
H 0.170 -5.226 2.547
H 1.100 -6.758 2.763
H 2.734 -4.453 3.444
H 1.776 -4.242 1.934
H 3.121 -4.816 0.312
H 4.326 -6.000 0.402
H 4.600 -4.617 1.368
C -11.775 -0.940 1.136
O -11.002 -0.337 2.264
C -9.912 -1.183 2.730
C -8.654 -1.203 1.718
N -8.062 -2.487 1.418
C -7.255 -2.316 0.186
C -6.177 -1.236 0.185
O -4.943 -1.398 0.971
C -5.223 -0.865 2.305
H -12.614 -0.352 0.763
H -11.878 -2.023 1.197
H -11.119 -0.813 0.275
H -10.199 -2.170 3.092
H -9.580 -0.695 3.646
H -7.988 -0.469 2.171
H -8.947 -0.693 0.800
H -8.709 -3.263 1.394
H -7.808 -2.145 -0.738
H -6.924 -3.328 -0.048
H -6.578 -0.232 0.323
H -5.882 -1.204 -0.864
H -4.335 -1.149 2.869
H -6.107 -1.333 2.738
H -5.405 0.209 2.339
```

Results
calculated total energy = -139275.48496 eV
relative energy (zero: lowest compared OMol25 entry of this formula, charge and spin) = 1015.7 kJ/mol
F_max = 4.204 eV Å⁻¹
total charge = 0

Atomic partial charges in e from the Löwdin method, atoms 1 to 8: -0.196 -0.238 -0.074 -0.052 0.110 0.085 0.096 0.106